# 1
This record from OMol25 describes a molecular structure, C13H13BO3S4Tl in a non-equilibrium geometry. The level of theory is ωB97M-V/def2-TZVPD.

```
! wB97M-V def2-TZVPD RIJCOSX def2/J DEFGRID3
* xyz -1 1
Tl 0.00000 0.00000 0.00000
O 4.85000 -0.25640 4.85000
C 3.98280 -0.19490 3.98280
S 2.27700 -0.14730 4.34630
C 1.72650 -0.06890 2.68240
C 2.68240 -0.06890 1.72650
S 2.44700 0.00000 0.01520
S 4.34630 -0.14730 2.27700
S 0.01520 0.00000 2.44700
C -8.18250 -1.90480 1.95780
C -8.12560 -0.44160 1.46800
C -8.18370 0.51180 2.68120
C -9.38480 -0.18420 0.60610
C -6.81050 -0.20950 0.69470
C -6.78350 0.20030 -0.67390
C -5.56870 0.40310 -1.35000
C -4.38390 0.19590 -0.65650
O -3.13830 0.33880 -1.13250
B -2.31190 0.00000 0.00000
O -3.13760 -0.33940 1.13290
C -4.38400 -0.19770 0.65830
C -5.56890 -0.40740 1.35720
H -9.12170 -2.09450 2.52150
H -7.33510 -2.14380 2.63340
H -8.14640 -2.60330 1.09390
H -9.12290 0.35980 3.25620
H -8.14840 1.57010 2.34320
H -7.33630 0.34100 3.37720
H -10.30920 -0.36180 1.19780
H -9.41240 -0.86750 -0.27010
H -9.41320 0.86820 0.24950
H -7.68870 0.36860 -1.23710
H -5.55570 0.71350 -2.38680
H -5.51780 -0.71710 2.39190
H 0.00000 1.86240 0.00000
*
```

Computed properties:
Orbital gap, eV: 5.881
HOMO energy, eV: -3.6
DFT total energy, Ha: -2519.0894
Molar mass, g mol⁻¹: 560.71

***

# 2
This record from OMol25 describes a molecular structure, C13H13BrIrN2O7 in a non-equilibrium geometry. The level of theory is ωB97M-V/def2-TZVPD.

```
! wB97M-V def2-TZVPD RIJCOSX def2/J DEFGRID3
* xyz 0 2
Ir -0.24453 0.60431 -0.34792
N 0.44743 0.51729 1.72548
C -0.62364 0.05929 2.61201
C -1.57320 -0.82409 1.81925
O -2.52260 -1.36344 2.35376
N -1.25414 -0.92888 0.50487
C -2.16330 -1.59942 -0.40214
C -2.74342 -0.42663 -1.20581
O -3.90950 -0.28045 -1.43366
O -1.72328 0.33012 -1.65080
H 1.21469 -0.14244 1.66555
H 0.82463 1.43242 1.95012
H -1.19509 0.90304 2.99169
H -0.24630 -0.50505 3.46392
H -2.95380 -2.16426 0.07556
H -1.62674 -2.15141 -1.17739
Br -0.81519 7.86303 1.91049
C -1.84700 6.34110 1.46380
C -3.22994 6.40627 1.54812
C -3.98526 5.28481 1.23517
C -3.36431 4.10614 0.85611
C -1.97784 4.06534 0.76726
C -1.20694 5.18329 1.06509
C -1.31103 2.80223 0.38692
O -1.89122 1.68627 0.57832
O -0.15578 2.80198 -0.11395
H -3.70841 7.32507 1.85712
H -5.06386 5.33449 1.29567
H -3.93781 3.21880 0.62335
H -0.13020 5.14063 0.98047
C 3.43317 0.93575 -2.14158
C 2.14694 0.70826 -1.42231
O 1.03966 0.65881 -2.05818
O 2.09745 0.53596 -0.18481
H 3.82519 -0.03251 -2.45532
H 4.15077 1.40355 -1.47333
H 3.27177 1.54822 -3.02517
*
```

Computed properties:
Orbital gap (alpha / beta), eV: 6.953 / 6.684
HOMO energy (alpha / beta), eV: -8.7 / -8.6
ΔE to the lowest compared entry with this formula, charge and spin, kcal/mol: 65.85
DFT total energy, Ha: -3817.7034
Molar mass, g mol⁻¹: 581.38

***

# 3
This record from OMol25 describes a molecular structure, C13H13InN4O5S in a non-equilibrium geometry. The level of theory is ωB97M-V/def2-TZVPD.

```
! wB97M-V def2-TZVPD RIJCOSX def2/J DEFGRID3
* xyz 0 1
In 0.03368 0.64801 0.81131
O -5.33038 -3.40179 -3.32120
C -4.80939 -4.28782 -2.78229
O -4.29891 -5.18909 -2.25512
C -2.87098 -2.49317 -1.57729
C -1.91503 -3.10105 -0.80462
C -0.94589 -2.25668 -0.28863
N -0.95293 -0.93925 -0.55651
C -1.90784 -0.41250 -1.33549
C -2.94506 -1.16843 -1.89345
C -1.85230 1.12785 -1.68658
O -2.73782 1.55799 -2.39418
O -0.83365 1.66006 -1.13978
H -1.90210 -4.16155 -0.59168
H -0.15366 -2.64353 0.34198
H -3.67941 -0.66436 -2.50509
N -0.29370 0.52152 3.13473
C -0.74207 -0.20279 3.96387
N -1.07110 -1.01333 4.84645
C -2.08884 -1.21989 5.65070
N -2.93013 -1.48524 6.39807
C 4.56184 -1.25584 -2.96123
C 4.24074 -0.25512 -1.85409
S 2.43995 -0.16313 -1.67451
O 2.20131 0.22862 -0.21952
C 2.12540 1.32915 -2.65424
C 2.54656 2.60768 -1.95100
H 5.63632 -1.40959 -3.04659
H 4.18869 -0.90668 -3.92596
H 4.09039 -2.21680 -2.75445
H 4.64735 0.73176 -2.06544
H 4.60287 -0.59539 -0.88496
H 1.04812 1.32846 -2.82524
H 2.63939 1.17456 -3.60598
H 2.10643 2.64744 -0.95685
H 2.18527 3.46651 -2.51410
H 3.62873 2.68973 -1.85200
*
```

Computed properties:
Orbital gap (alpha / beta), eV: 6.851 / 6.224
HOMO energy (alpha / beta), eV: -8.8 / -7.9
DFT total energy, Ha: -1686.6246
Molar mass, g mol⁻¹: 452.15